# C31H26N7O11S

A 6-piece molecular cluster, C31H26N7O11S overall at a distorted geometry (ωB97M-V with the def2-TZVPD basis set, the OMol25 dataset).

Results
Highest occupied orbital energy ... -0.1091 hartree
LUMO ... 0.8 eV
HOMO-LUMO gap ... 3.8 eV
ΔE to the lowest compared entry with this formula, charge and spin ... 3.2 kcal/mol
Total charge ... -1

Each line ends with the Mulliken charge.
CARTESIAN COORDINATES (ANGSTROEM)
S -5.632 2.308 1.997  -0.3250
O -3.568 3.663 -2.155  -0.6157
O -2.919 4.339 -4.082  -0.6787
O 1.435 -3.586 -3.889  -0.6278
O -3.492 3.716 2.117  -0.3584
O 4.846 -3.166 2.567  -0.6183
O -3.343 -2.972 3.637  -0.6103
O 0.806 -2.858 -1.972  -0.5799
O 1.650 5.667 -1.489  -0.6509
O 4.640 -2.820 4.671  -0.6126
O -2.229 -4.789 3.846  -0.6500
O 0.239 4.278 -2.309  -0.5889
N 0.679 -2.974 -3.170  1.0077
N -4.761 3.663 1.328  -0.4557
N 1.193 4.553 -1.622  1.1039
N 4.599 -3.529 3.694  1.0667
N -2.392 -3.672 3.395  1.0604
N -3.118 4.499 -2.891  1.1455
N -1.848 2.016 1.745  -0.5505
C -0.694 -2.433 -5.136  -0.4631
C 4.224 -4.937 3.889  0.0469
C -2.277 6.788 -3.157  -0.3054
C -2.683 2.802 1.760  0.6681
C -0.282 -3.950 2.177  -0.4768
C -2.598 7.259 -0.441  -0.4586
C 0.681 -3.470 1.311  -0.6527
C -1.360 -3.145 2.492  0.0044
C 2.969 3.709 -0.143  -0.4899
C -0.521 -1.396 1.111  -0.1130
C -2.431 -0.967 -3.533  -0.6759
C -0.480 -2.311 -3.778  -0.0139
C 3.131 1.359 0.325  -0.4209
C -2.089 8.250 -1.265  -0.4335
C 2.005 1.126 -0.450  -0.0013
C 0.563 -2.196 0.776  -0.3292
C 3.529 -6.699 5.330  -0.4171
C 4.193 -5.780 2.797  -0.1766
C 3.486 -7.559 4.242  -0.4511
C 1.363 2.176 -1.077  -0.5828
C -2.951 6.028 -0.969  -0.3498
C 3.902 -5.378 5.156  -0.4280
C -1.495 -1.872 1.975  -0.7693
C -2.667 -1.085 -4.895  -0.4639
C -1.798 -1.815 -5.695  -0.4076
C -1.331 -1.585 -2.967  -0.1074
C -1.933 8.016 -2.624  -0.4232
C 1.860 3.450 -0.923  -0.1431
C 3.822 -7.100 2.977  -0.4902
C 3.608 2.653 0.483  -0.4974
C -2.778 5.812 -2.320  -0.1037
H 0.487 1.995 -1.680  0.6093
H 1.629 0.122 -0.567  0.2881
H -3.352 5.250 -0.325  0.5612
H -0.191 -4.941 2.594  0.4799
H 4.481 2.838 1.092  0.3725
H 3.340 4.715 -0.028  0.4605
H -1.811 9.209 -0.847  0.3817
H -2.339 -1.249 2.232  0.6015
H 1.527 -4.090 1.049  0.5307
H 1.316 -1.830 0.100  0.2867
H -0.615 -0.401 0.698  0.6642
H -1.983 -1.904 -6.755  0.3716
H 4.450 -5.421 1.813  0.4674
H 3.268 -7.058 6.314  0.3797
H -0.015 -2.999 -5.755  0.4551
H 3.188 -8.589 4.380  0.3890
H -3.105 -0.395 -2.912  0.4956
H -3.531 -0.606 -5.334  0.3993
H 3.633 0.533 0.810  0.5144
H 3.789 -7.769 2.129  0.3895
H -1.536 8.789 -3.266  0.3700
H 3.935 -4.706 5.999  0.4554
H -2.722 7.440 0.617  0.4483
H -1.146 -1.497 -1.907  0.5969
H -6.302 1.877 0.918  0.0591
H -2.149 6.599 -4.211  0.4364

***

# C31H27AsFeI2N4O9S2

C31H27AsFeI2N4O9S2 as an isolated structure at a distorted geometry (ωB97M-V with the def2-TZVPD basis set, the OMol25 dataset).

Results
Highest occupied orbital energy (spin up / spin down) ... -0.1797 / -0.1841 hartree
LUMO (spin up / spin down) ... 0.6 / 1.9 eV
HOMO-LUMO gap (spin up / spin down) ... 5.5 / 6.9 eV
ΔE to the lowest compared entry with this formula, charge and spin ... 84.8 kcal/mol
Expectation value of S² ... 0.94
Spin multiplicity ... 2
Total charge ... -1

Each line ends with the Löwdin spin population.
CARTESIAN COORDINATES (ANGSTROEM)
I -0.051 0.210 5.326  -0.0004
I 0.685 -5.646 6.645  -0.0009
As -3.332 -1.230 -0.663  -0.0003
Fe -0.036 -0.946 0.567  1.1127
S -1.087 2.254 -0.221  -0.0023
S -0.794 -0.258 -1.630  -0.0256
O -2.092 -0.804 0.317  -0.0740
O -0.580 -1.139 2.573  -0.0080
O -4.672 -1.762 0.104  -0.0157
O -2.772 -2.728 -1.502  0.0020
O -2.103 1.560 -0.994  -0.0050
O -1.723 -0.458 -3.121  -0.0058
O 0.274 0.639 -2.078  -0.0135
O -0.268 -1.628 -1.468  -0.0046
O -1.592 3.204 0.740  -0.0017
N -0.111 1.158 0.400  -0.0165
N 1.509 0.228 1.640  0.0428
N -0.087 -3.225 0.753  -0.0224
N 1.868 -1.727 -0.077  0.0357
C 2.760 -0.842 -0.517  0.0042
C -0.136 3.189 -1.424  -0.0011
C 0.251 -2.792 5.678  0.0007
C 2.095 5.295 -4.415  0.0000
C 4.120 -1.019 -0.350  0.0015
C -2.901 0.164 -3.154  0.0000
C 4.575 -2.175 0.275  0.0000
C 1.071 3.775 -1.095  -0.0002
C -1.043 -3.767 1.708  -0.0025
C 3.642 -3.121 0.674  0.0013
C -0.648 3.327 -2.702  -0.0004
C -0.273 -4.444 4.009  0.0006
C 0.161 -4.113 5.282  -0.0051
C -0.580 -3.456 3.099  -0.0041
C 2.426 0.267 2.596  0.0057
C 0.889 2.468 2.207  0.0010
C 0.069 4.016 -3.662  -0.0001
C 2.294 -2.864 0.462  0.0030
C -5.039 0.617 -2.140  0.0000
C 0.734 1.300 1.422  0.0005
C -3.829 -0.050 -2.138  -0.0003
C 1.218 -3.858 0.804  -0.0013
C -3.227 1.027 -4.203  -0.0002
C -5.342 1.504 -3.164  -0.0003
C -0.059 -1.816 4.761  -0.0040
C 2.661 1.372 3.383  0.0031
C -4.441 1.689 -4.201  0.0001
C -0.420 -2.074 3.417  0.0019
C 1.857 2.495 3.181  -0.0002
C 1.776 4.481 -2.057  0.0000
C 1.301 4.581 -3.360  -0.0003
H -0.320 4.102 -4.667  0.0000
H -2.511 1.161 -4.999  0.0000
H 1.985 3.369 3.802  -0.0001
H 1.946 6.373 -4.339  0.0000
H 0.553 -2.532 6.682  0.0001
H 3.156 5.094 -4.297  0.0000
H 2.999 -0.645 2.713  0.0003
H 3.956 -4.047 1.129  0.0002
H 3.421 1.357 4.146  0.0005
H -0.373 -5.483 3.725  0.0001
H 0.217 3.294 2.038  0.0001
H 1.790 4.977 -5.408  0.0000
H -5.730 0.426 -1.326  0.0000
H 2.715 4.950 -1.796  0.0000
H 2.335 0.015 -1.020  0.0002
H -6.275 2.048 -3.150  0.0000
H 1.285 -4.711 0.109  -0.0007
H -0.470 -3.234 -0.188  0.0003
H -1.176 -4.856 1.596  -0.0012
H 1.460 3.670 -0.091  0.0000
H 4.818 -0.276 -0.705  0.0002
H -4.682 2.367 -5.010  0.0000
H 5.631 -2.343 0.437  0.0000
H -1.593 2.865 -2.933  0.0000
H -3.526 -3.322 -1.480  0.0001
H -2.003 -3.268 1.529  -0.0001
H 1.393 -4.234 1.819  -0.0001